Molecular formula: C28H48FNO6P2PdSi
Method: DFT, ωB97M-V/def2-TZVPD

Geometry as XYZ:
```
88
Properties=species:S:1:pos:R:3:forces:R:3:mulliken_charge:R:1
Pd 0.479 -1.203 -1.094 -0.1 -0.1 -0.4 0.322
C 2.028 4.229 3.088 0.0 0.1 0.0 -1.665
C 0.889 3.241 2.974 0.0 -0.1 0.0 0.821
C -0.468 3.884 3.173 0.0 0.1 0.0 -1.177
O 0.946 2.684 1.634 0.0 0.1 0.0 -0.223
P 1.026 1.138 1.318 -0.1 0.0 -0.3 0.226
O 1.380 0.931 -0.100 0.0 0.0 0.3 -1.052
C -0.527 0.387 1.857 0.1 0.0 0.0 0.015
P -1.887 0.587 0.695 0.3 -0.1 -0.3 -0.169
O -1.550 0.155 -0.674 0.0 0.0 0.1 -0.492
O -2.215 2.124 0.829 -0.2 0.1 0.0 0.312
C -2.655 2.888 -0.348 0.1 0.0 0.0 0.575
C -3.613 3.937 0.165 0.0 0.0 0.0 -1.439
C -1.428 3.451 -1.025 0.0 0.0 0.0 -1.155
O -3.117 -0.230 1.229 -0.1 0.0 0.1 -0.486
C -3.708 -0.347 2.552 0.0 0.0 -0.1 0.438
C -3.833 0.987 3.259 0.0 0.0 0.0 -0.988
C -2.969 -1.397 3.359 0.0 0.0 0.0 -1.225
O 2.009 0.494 2.373 0.1 0.0 0.2 -0.198
C 3.459 0.534 2.162 0.0 0.0 -0.1 0.727
C 3.891 -0.804 1.608 0.0 0.0 0.0 -1.160
C 4.087 0.859 3.498 0.0 0.0 0.0 -1.569
H 2.041 4.675 4.084 0.0 0.0 0.0 0.389
H 1.904 5.023 2.351 0.0 0.0 0.0 0.361
H 2.988 3.745 2.910 0.0 0.0 0.0 0.348
H 1.032 2.430 3.695 0.0 0.0 0.0 0.347
H -0.596 4.709 2.469 0.0 0.0 0.0 0.264
H -0.545 4.278 4.187 0.0 0.0 0.0 0.470
H -1.276 3.174 3.004 0.0 0.0 0.0 0.170
H -0.773 0.779 2.846 0.0 0.0 0.0 0.612
H -0.344 -0.689 1.937 0.0 0.0 0.1 -0.106
H -3.167 2.200 -1.023 0.0 0.0 0.0 0.384
H -3.114 4.585 0.888 0.0 0.0 0.0 0.217
H -4.480 3.481 0.643 0.0 0.0 0.0 0.371
H -3.962 4.551 -0.666 0.0 0.0 0.0 0.429
H -0.894 4.118 -0.345 0.0 0.0 0.0 0.168
H -1.724 4.014 -1.912 0.0 0.0 0.0 0.533
H -0.755 2.651 -1.332 0.0 0.0 0.0 0.134
H -4.708 -0.720 2.328 0.0 0.0 0.0 0.405
H -2.857 1.400 3.520 0.0 0.0 0.0 0.123
H -4.393 0.844 4.184 0.0 0.0 0.0 0.515
H -4.357 1.716 2.643 0.0 0.0 0.0 0.152
H -2.016 -1.024 3.736 0.0 0.0 0.0 0.144
H -2.781 -2.284 2.753 0.0 0.0 0.0 0.335
H -3.576 -1.688 4.218 0.0 0.0 0.0 0.492
H 3.675 1.322 1.436 0.0 0.0 0.0 0.415
H 3.742 -1.588 2.352 0.0 0.0 0.0 0.329
H 4.948 -0.772 1.340 0.0 0.0 0.0 0.470
H 3.322 -1.054 0.713 0.0 0.0 0.0 0.003
H 3.854 0.076 4.220 0.0 0.0 0.0 0.332
H 3.727 1.811 3.889 0.0 0.0 0.0 0.328
H 5.171 0.919 3.390 0.0 0.0 0.0 0.401
F -0.629 -6.479 1.965 0.0 0.0 0.0 -0.360
C -0.358 -5.317 1.321 0.0 0.0 0.0 0.411
C 0.314 -4.322 1.996 0.0 0.0 0.0 -0.844
C 0.585 -3.132 1.320 0.0 -0.1 0.0 0.576
C 0.187 -2.931 -0.001 0.0 0.2 0.1 -0.284
C -0.487 -3.973 -0.642 0.0 -0.1 0.1 -0.111
C -0.762 -5.171 0.008 0.0 0.0 0.0 -0.762
H 0.626 -4.482 3.021 0.0 0.0 0.0 0.469
H 1.137 -2.365 1.855 0.0 0.0 0.0 0.346
H -0.807 -3.856 -1.672 0.0 0.0 0.0 0.339
H -1.282 -5.981 -0.487 0.0 0.0 0.0 0.459
C 3.361 -1.057 -2.109 0.0 0.0 0.1 -0.866
Si 2.291 -1.133 -3.643 0.0 -0.1 0.0 -0.081
C 2.577 0.455 -4.592 0.0 0.1 0.0 -1.100
C 2.841 -2.592 -4.672 0.0 -0.1 -0.1 -1.072
N 0.656 -1.338 -3.108 -0.3 0.2 0.1 0.370
C -0.477 -1.468 -3.899 0.2 -0.1 0.0 0.910
C -1.726 -1.775 -3.336 0.0 0.0 0.1 -0.026
C -2.858 -1.904 -4.122 0.0 0.0 0.0 -1.035
C -2.797 -1.754 -5.501 0.0 0.0 0.1 -0.532
C -1.566 -1.474 -6.078 0.0 0.0 0.0 -0.850
C -0.430 -1.333 -5.298 0.0 0.0 0.0 -0.378
H 4.417 -0.994 -2.385 0.0 0.0 0.0 0.610
H 3.234 -1.955 -1.497 0.0 0.0 0.0 0.157
H 3.117 -0.180 -1.503 0.0 0.0 0.0 0.053
H 3.643 0.587 -4.798 0.0 0.0 0.0 0.377
H 2.239 1.308 -3.997 0.0 0.0 0.0 0.283
H 2.047 0.485 -5.545 0.0 0.0 0.0 0.340
H 3.901 -2.521 -4.929 0.0 0.0 0.0 0.358
H 2.273 -2.671 -5.601 0.0 0.0 0.0 0.331
H 2.686 -3.516 -4.110 0.0 0.0 0.0 0.290
H -1.802 -1.907 -2.265 0.0 0.1 0.0 0.367
H -3.804 -2.135 -3.645 0.0 0.0 0.0 0.383
H -3.683 -1.863 -6.112 0.0 0.0 0.0 0.379
H -1.485 -1.362 -7.153 0.0 0.0 0.0 0.385
H 0.513 -1.112 -5.779 0.0 0.0 0.0 0.137
```
Positions in Å, forces in eV/Å.

Summary:
Total energy, Ha: -2802.06223
HOMO (spin up / spin down), eV: -6.692 / -6.729
Spin multiplicity: 3
M, g/mol: 710.145


Molecular formula: C5H6O2
Method: DFT, ωB97M-V/def2-TZVPD

Geometry as XYZ:
```
13
Properties=species:S:1:pos:R:3:forces:R:3:mulliken_charge:R:1
C -2.211 0.301 -0.191 0.3 -0.4 0.6 -0.743
C -0.966 0.771 -0.049 0.2 0.4 -1.5 -0.338
C 0.391 0.112 -0.136 -0.7 0.7 1.7 0.908
C 1.487 0.889 -0.038 -0.6 -0.2 -0.2 -0.997
C 0.422 -1.353 0.176 -1.3 -0.6 0.5 0.726
O -0.597 -1.956 0.492 2.2 0.7 -0.6 -0.539
O 1.627 -1.958 0.191 -0.1 -0.5 0.0 -0.464
H -2.475 -0.749 -0.139 0.2 0.1 -0.3 0.289
H -3.050 0.989 -0.229 0.2 0.1 0.1 0.258
H -0.892 1.860 -0.048 0.2 -0.1 0.0 0.166
H 2.485 0.529 0.183 0.0 -0.2 -0.2 0.179
H 1.409 1.971 -0.114 -0.1 -0.2 0.0 0.244
H 2.370 -1.407 -0.098 -0.5 0.1 0.0 0.313
```
Positions in Å, forces in eV/Å.

Summary:
Total energy, Ha: -344.55759
HOMO, eV: -9.521
Spin multiplicity: 1
M, g/mol: 98.101


Molecular formula: C5H10O
Method: DFT, ωB97M-V/def2-TZVPD

Geometry as XYZ:
```
16
Properties=species:S:1:pos:R:3:forces:R:3:mulliken_charge:R:1
C 0.941 0.268 -1.554 0.0 0.0 0.1 -1.113
C 0.176 0.220 -0.460 0.0 0.0 -0.2 0.777
C -1.336 0.263 -0.511 0.0 0.0 -0.1 -0.265
C -2.042 -0.467 0.630 0.0 0.0 0.0 -1.117
O 0.626 0.153 0.821 -0.1 0.0 -0.1 -0.300
C 2.010 -0.022 1.036 0.2 0.0 0.0 -0.851
H 0.467 0.267 -2.529 0.0 0.0 0.2 0.253
H 2.022 0.333 -1.531 -0.2 0.0 0.0 0.284
H -1.646 -0.146 -1.479 0.1 0.1 0.1 0.274
H -1.652 1.315 -0.508 0.1 -0.1 0.0 0.222
H -1.798 -0.012 1.593 0.0 -0.1 -0.1 0.269
H -3.127 -0.415 0.490 0.2 0.0 0.0 0.366
H -1.756 -1.523 0.672 0.0 0.1 0.0 0.291
H 2.472 -0.616 0.244 -0.1 0.0 0.1 0.376
H 2.526 0.940 1.106 -0.1 0.0 -0.1 0.308
H 2.118 -0.558 1.979 0.0 0.1 0.0 0.225
```
Positions in Å, forces in eV/Å.

Summary:
Total energy, Ha: -271.71336
HOMO, eV: -8.686
Spin multiplicity: 1
M, g/mol: 86.134


Repeat the third record exactly.
Molecular formula: C5H10O
Method: DFT, ωB97M-V/def2-TZVPD

Geometry as XYZ:
```
16
Properties=species:S:1:pos:R:3:forces:R:3:mulliken_charge:R:1
C 0.941 0.268 -1.554 0.0 0.0 0.1 -1.113
C 0.176 0.220 -0.460 0.0 0.0 -0.2 0.777
C -1.336 0.263 -0.511 0.0 0.0 -0.1 -0.265
C -2.042 -0.467 0.630 0.0 0.0 0.0 -1.117
O 0.626 0.153 0.821 -0.1 0.0 -0.1 -0.300
C 2.010 -0.022 1.036 0.2 0.0 0.0 -0.851
H 0.467 0.267 -2.529 0.0 0.0 0.2 0.253
H 2.022 0.333 -1.531 -0.2 0.0 0.0 0.284
H -1.646 -0.146 -1.479 0.1 0.1 0.1 0.274
H -1.652 1.315 -0.508 0.1 -0.1 0.0 0.222
H -1.798 -0.012 1.593 0.0 -0.1 -0.1 0.269
H -3.127 -0.415 0.490 0.2 0.0 0.0 0.366
H -1.756 -1.523 0.672 0.0 0.1 0.0 0.291
H 2.472 -0.616 0.244 -0.1 0.0 0.1 0.376
H 2.526 0.940 1.106 -0.1 0.0 -0.1 0.308
H 2.118 -0.558 1.979 0.0 0.1 0.0 0.225
```
Positions in Å, forces in eV/Å.

Summary:
Total energy, Ha: -271.71336
HOMO, eV: -8.686
Spin multiplicity: 1
M, g/mol: 86.134


Which formula does entry 3 have?
C5H10O


Among the records above, which one has the highest total energy?
C5H10O


What is the formula in the second record?
C5H6O2